Entry 1:
Below is a structure of composition C24H41CoF3P2, with properties calculated with ωB97M-V with the def2-TZVPD basis set.

Output
* charge: +1
* energy relative to the best compared isomer or geometry (same formula, charge and spin): 362.6 kJ/mol
* F_max: 0.1480 hartree/bohr
* multiplicity: 5
* energy: -3303.5267 Ha

```
71
Properties=species:S:1:pos:R:3:forces:R:3:mulliken_charge:R:1
Co -0.183462 0.917885 -3.945076 0.4 0.7 7.6 -0.332
C -1.001395 -1.605189 0.704367 2.4 -1.2 -2.3 0.694
C 0.261840 -1.809845 0.083956 -2.0 0.4 0.5 0.218
C 0.558604 -0.405717 1.897705 -2.0 -0.6 0.0 0.411
C -0.810702 -0.751941 1.826268 2.3 1.1 0.7 0.577
C 1.234078 -1.094663 0.856813 -0.6 0.2 0.2 1.039
C -2.296876 -2.156148 0.271436 -0.4 -0.3 -0.1 -1.567
H -2.191842 -2.866199 -0.556905 0.0 0.1 0.2 0.319
H -2.972349 -1.350033 -0.044281 -0.1 -0.1 0.1 0.250
H -2.778645 -2.686774 1.103058 -0.1 0.1 -0.2 0.454
C -1.895424 -0.259943 2.683816 -0.5 0.3 0.4 -1.620
H -2.823896 -0.159952 2.106625 0.1 0.0 0.2 0.342
H -1.633184 0.719183 3.089089 -0.2 0.0 0.1 0.396
H -2.110474 -0.916795 3.541436 0.1 0.1 -0.2 0.305
C 1.145588 0.560605 2.839900 0.4 0.2 0.4 -1.699
H 1.532745 0.098326 3.756707 0.0 0.1 -0.1 0.288
H 0.393824 1.294979 3.133861 0.1 0.1 0.1 0.409
H 1.967675 1.093449 2.358381 0.1 0.1 0.2 0.349
C 2.690781 -1.045793 0.637324 0.4 0.1 0.4 -1.621
H 3.227576 -1.442715 1.509949 -0.1 -0.1 -0.1 0.469
H 3.017375 0.004064 0.507291 -0.1 -0.9 0.4 0.205
H 2.981966 -1.625223 -0.245153 0.1 0.1 0.1 0.369
C 0.530206 -2.522990 -1.192115 0.3 -0.7 -0.3 -0.725
H 1.030784 -3.494425 -1.013376 -0.1 0.3 -0.2 0.500
H 1.191375 -1.953068 -1.878915 -0.3 -0.2 0.3 -0.147
H -0.407990 -2.745600 -1.727732 0.4 0.1 0.1 -0.106
C -1.399297 1.879633 -4.857312 -2.3 1.0 -1.8 0.378
C -1.795214 0.475340 -4.930975 -1.7 -0.8 -1.4 -0.584
C -1.373391 -0.443082 -6.053458 -0.4 -0.3 -0.8 -0.193
C 0.083544 -0.300780 -6.497968 -1.1 -0.2 -0.3 -1.488
C 0.872177 0.098313 -5.290624 3.2 0.6 -3.0 0.223
C 1.395856 1.420247 -5.156275 0.6 -2.3 -1.4 -0.766
C 0.873387 2.659494 -5.758583 -0.9 0.5 -0.4 -0.729
C -0.672975 2.644721 -5.935498 0.3 1.0 -0.6 -1.525
H -2.048267 -0.263451 -6.900256 0.0 -0.3 0.1 0.392
H 0.183585 0.409352 -7.333298 0.0 -0.2 0.4 0.215
H -1.524261 -1.458324 -5.692518 -0.1 -0.1 -0.4 -0.039
H -0.952981 2.239595 -6.924323 0.1 0.2 0.3 0.336
H -2.202541 2.476557 -4.441256 0.4 0.0 0.7 0.721
H -2.884145 0.397531 -4.833962 -0.1 0.2 -0.1 0.870
H -0.994550 3.711801 -5.889937 0.0 -0.9 -0.2 0.379
H 1.156106 3.502277 -5.097990 -0.1 -0.3 -0.4 0.442
H 2.458703 1.486242 -4.897155 -0.6 0.0 0.8 0.683
H 1.338799 2.816744 -6.739223 0.1 0.2 0.1 0.430
H 0.427005 -1.272399 -6.877172 0.0 0.3 0.1 0.487
H 1.582412 -0.686904 -4.993851 -0.4 0.3 0.3 0.820
P -2.233014 -0.411184 -2.984536 0.7 -0.6 -0.3 1.377
C -3.902244 0.275541 -2.643942 0.0 0.9 -0.2 -1.619
C -2.782054 -2.096013 -3.426922 -0.1 0.1 -0.5 -1.399
P 3.017377 0.857884 -1.673105 0.0 0.8 -1.0 0.233
C 1.490127 0.793820 -2.548870 0.3 0.2 -0.5 -0.209
C 3.876912 -0.168521 -2.956426 0.7 -0.2 0.6 -1.289
C 3.461830 2.573937 -2.210220 0.6 -0.3 0.6 -1.322
H -3.845145 0.885551 -1.744211 -0.2 0.0 -0.2 0.335
H -4.597858 -0.541009 -2.489671 0.0 -0.1 0.0 0.606
H -4.266568 0.899262 -3.487465 0.1 -0.3 0.6 0.399
H -2.400178 -2.389564 -4.404530 0.1 -0.3 0.2 0.372
H -3.869923 -2.120236 -3.455347 0.1 -0.3 -0.1 0.531
H -2.416197 -2.779597 -2.657172 0.0 0.0 -0.2 0.313
H 3.250623 2.717366 -3.268797 0.2 0.1 0.0 0.366
H 4.533547 2.718682 -1.980893 -0.5 0.2 -0.2 0.424
H 2.865263 3.262545 -1.607161 0.1 0.0 -0.1 0.348
H 1.288274 1.813377 -3.009108 0.1 -1.2 0.9 0.749
H 1.446649 -0.136696 -3.174780 -0.4 0.9 0.9 -0.500
H 4.847754 -0.479318 -2.539102 -0.3 -0.1 -0.4 0.452
H 4.037682 0.438423 -3.849503 0.0 -0.2 0.0 0.404
H 3.263136 -1.055203 -3.183845 0.4 0.2 0.1 0.351
F -1.608084 3.142653 -2.477536 -0.1 0.2 0.5 -0.377
C -1.001051 2.017401 -1.952812 -0.2 0.8 -0.3 0.012
F -0.044998 2.525384 -1.112131 -0.2 -0.4 -0.6 -0.169
F -1.959586 1.521929 -1.076713 0.8 0.2 -0.3 -0.216
```
Positions in Å, forces in eV/Å.


Entry 2:
Below is a structure of composition C49H58Br59F3INO8S, with properties calculated with ωB97M-V with the def2-TZVPD basis set.

Output
* F_max: 0.1407 hartree/bohr
* multiplicity: 1
* energy: -155420.3061 Ha

```
180
Properties=species:S:1:pos:R:3:forces:R:3:mulliken_charge:R:1
C 3.910582 1.679096 2.939615 1.5 -1.9 -1.5 -1.308
C 3.496382 1.920799 1.386174 -0.8 -0.6 0.3 0.599
O 2.361393 2.845611 1.136186 0.8 -2.6 -2.9 -0.110
C 2.242112 3.086418 -0.278626 0.0 0.5 -0.3 -0.733
C 0.724843 3.234215 -0.659510 0.7 0.8 1.6 -0.328
O -0.033277 2.274943 0.086153 0.2 -0.1 -1.7 -0.168
C -0.658580 1.267259 -0.714065 -0.8 -0.8 1.5 -0.323
C -0.408461 -0.091241 0.037469 0.9 -1.7 0.2 0.377
C 0.706659 -0.964713 -0.365472 -1.7 0.9 1.6 -0.098
C 1.581435 -0.501009 -1.568355 0.5 -1.9 1.3 -0.911
N 1.146861 -1.225274 -2.780498 -2.2 0.5 0.5 -0.136
C 0.391660 -0.353022 -3.746297 -3.7 -0.5 1.3 -0.809
C 0.953033 -2.213997 0.357656 0.3 0.5 -0.4 -0.227
C 2.138987 -3.094809 -0.117776 -0.1 -0.8 0.5 -1.802
C 3.345599 -3.146431 0.903932 0.0 -0.4 -0.6 2.260
C 4.258425 -4.419074 0.650165 0.4 0.6 -0.4 -0.495
C 4.319854 -4.844062 -0.867170 -0.6 0.8 0.7 -0.473
O 5.382421 -5.828465 -1.048816 -1.4 -0.5 0.4 -0.433
C 4.786096 -7.061097 -0.749624 0.7 0.9 0.3 0.409
O 4.172724 -7.682922 -1.555478 0.0 -0.3 0.0 -0.487
C 0.138948 -2.631054 1.491990 -1.0 2.4 -0.8 0.227
S 0.430678 -4.143819 2.462540 2.1 -1.8 1.9 1.744
C -1.167097 -5.060525 2.499936 -0.3 -0.5 -0.7 -0.963
O 0.902336 -3.818825 3.811543 -1.3 0.6 -1.2 -0.658
O 1.404782 -5.061358 1.869528 -1.5 0.8 -1.0 -0.741
C -0.968959 -1.757251 1.895844 0.9 0.4 -1.1 0.614
C -1.215198 -0.523534 1.157638 0.2 -0.4 0.0 0.546
C -2.408513 0.357329 1.626976 -0.5 -1.5 0.6 -0.087
O -2.432241 1.552879 1.565552 0.1 0.2 -0.3 -0.580
C -3.626215 -0.390178 2.273531 0.2 -0.7 -0.4 1.509
C -5.045324 0.199394 2.071647 0.7 0.8 -0.6 -1.430
C -5.845570 -0.270347 0.795825 -0.1 0.5 0.1 -1.155
C -5.259935 0.141516 -0.599628 -1.0 -0.2 -0.2 0.278
F -4.465006 1.264736 -0.593124 -0.2 -1.3 0.3 -0.203
Br -6.836676 0.612629 -1.734249 0.6 0.0 0.2 -0.004
C -4.602938 -1.102337 -1.320328 -0.6 -0.7 -0.5 0.288
F -3.681951 -1.756839 -0.553219 -0.7 0.9 -0.5 -0.038
F -5.621666 -2.014853 -1.544343 1.2 0.7 0.5 -0.218
Br -3.855508 -0.704728 -3.089074 0.0 0.1 0.8 -0.111
C -3.356301 -1.510224 2.985808 -0.3 0.1 -0.2 0.823
C -4.438317 -2.335126 3.724903 0.7 -0.5 -0.3 -1.788
I -5.231790 -1.254764 5.466240 0.3 -0.4 -0.4 0.131
C -5.585577 -2.903610 2.811527 -0.2 -0.9 0.8 0.208
C -5.919115 -4.401071 3.229013 0.3 0.5 -0.9 -1.314
C -1.893646 -2.040684 3.104324 -1.1 1.3 -0.9 -1.021
O -1.568838 -2.596157 4.113998 0.3 -0.4 0.0 -0.394
H 3.081212 1.740169 3.655537 0.7 -1.0 -0.5 0.499
H 4.722060 2.392095 3.218962 -0.7 -0.8 0.0 0.406
H 4.383455 0.658840 2.972107 -0.4 0.7 -0.2 0.099
H 4.362107 2.311496 0.790964 -0.5 -0.5 0.6 0.449
H 3.163466 0.923296 0.995251 0.3 1.0 0.2 -0.365
H 2.733789 4.085173 -0.456570 -0.2 -0.9 -0.3 0.231
H 2.760635 2.286242 -0.872324 -0.4 0.6 0.4 0.312
H 0.420813 4.244099 -0.273604 0.1 -0.9 -0.3 0.437
H 0.528538 3.251057 -1.755653 0.3 -0.4 0.7 0.304
H -1.756397 1.477428 -0.677704 0.8 -0.3 -0.4 -1.071
H -0.313773 1.231370 -1.769488 -0.2 0.1 0.8 0.736
H 2.630567 -0.852753 -1.345045 -0.8 0.6 -0.2 -0.169
H 1.643247 0.599350 -1.692059 -0.3 -0.8 0.0 0.465
H 0.596373 -2.055009 -2.553185 0.0 0.5 0.1 0.307
H -0.656726 -0.216746 -3.342774 0.8 0.1 -0.6 0.010
H 0.289105 -0.800283 -4.756838 0.0 0.0 0.8 0.327
H 0.815710 0.666092 -3.882085 -0.8 -0.6 0.6 0.474
H 1.746576 -4.144082 -0.205350 0.3 1.0 0.1 0.678
H 2.542272 -2.837254 -1.123385 -0.7 0.1 0.7 0.907
H 4.027799 -2.263508 0.741365 -1.3 -1.1 0.5 -1.899
H 2.906925 -3.143859 1.934527 0.8 0.1 -0.8 0.384
H 5.303283 -4.120636 0.913781 -0.8 -0.4 -0.1 0.113
H 3.985857 -5.279415 1.304430 0.0 0.6 -0.6 0.339
H 4.497929 -3.957494 -1.531080 0.3 -0.9 0.6 0.187
H 3.331772 -5.263868 -1.189111 0.9 0.1 0.1 0.394
H 4.894914 -7.416712 0.317874 0.3 1.1 -1.2 0.197
H -1.879422 -4.637338 1.747333 0.5 -0.1 0.8 0.232
H -1.587705 -5.143664 3.523723 0.4 0.5 -0.7 0.280
H -0.946692 -6.102293 2.147290 0.2 1.0 0.3 0.541
H -5.725499 0.067407 2.941552 0.7 -0.2 -0.5 0.437
H -4.898455 1.308512 1.957309 -0.2 -0.9 0.2 0.466
H -6.846384 0.228812 0.867682 0.9 -0.4 0.0 0.433
H -6.049010 -1.361221 0.746175 0.3 0.8 0.2 0.458
H -3.926082 -3.222781 4.177038 -0.4 1.0 -0.2 0.681
H -5.199137 -2.947195 1.767309 -0.4 0.3 0.7 0.032
H -6.531756 -2.309983 2.906571 1.0 -0.3 -0.4 0.279
H -6.439024 -4.901488 2.372523 0.3 0.4 0.8 0.407
H -6.562120 -4.460471 4.135215 0.7 0.0 -0.6 0.299
H -4.939103 -4.929790 3.348941 -0.9 0.2 0.2 0.258
C 1.102764 -3.481932 6.890507 -0.1 0.0 -0.2 0.776
Br 0.263443 -1.946385 7.712265 0.1 -0.1 0.0 -0.016
Br 3.010848 -3.236024 6.707641 -0.2 0.0 0.1 -0.023
Br 0.673526 -5.122625 7.820463 0.1 0.2 -0.1 -0.071
H 0.695788 -3.568092 5.886728 0.1 0.0 0.1 -0.621
C -2.120091 -2.815030 -7.774815 0.0 0.0 -0.2 -0.393
Br -0.253703 -2.669422 -8.259932 -0.2 0.0 0.1 -0.018
Br -2.438620 -2.192369 -5.971573 0.0 -0.1 -0.2 0.050
Br -3.270025 -1.932851 -9.052831 0.2 -0.1 0.2 0.004
H -2.372284 -3.869502 -7.795967 0.0 0.1 0.0 0.370
C 7.097380 0.045123 0.539663 0.1 0.0 0.0 -0.309
Br 7.361860 1.005567 2.196137 0.0 -0.1 -0.2 -0.043
Br 8.220328 -1.517406 0.436119 0.1 0.2 -0.2 -0.023
Br 5.235221 -0.425191 0.279020 1.0 0.2 -0.1 -0.115
H 7.384952 0.713498 -0.264661 -0.1 -0.1 0.1 0.517
C -11.021551 2.048951 -2.311070 0.0 0.0 0.0 -0.311
Br -10.063046 0.976962 -3.605834 -0.1 0.1 0.2 -0.046
Br -12.879223 1.530910 -2.187428 0.3 0.0 0.0 -0.025
Br -10.156631 2.036444 -0.581560 -0.2 0.0 -0.2 -0.034
H -11.000099 3.072138 -2.668808 0.0 -0.1 0.0 0.384
C -2.834606 -4.091359 -12.993693 0.1 0.1 0.1 0.020
Br -4.168438 -2.705474 -13.209843 0.2 -0.2 0.3 0.016
Br -1.124976 -3.370712 -12.447252 -0.3 -0.1 0.0 0.030
Br -3.438084 -5.489814 -11.802335 0.1 0.2 -0.1 -0.030
H -2.689828 -4.544497 -13.966847 0.0 0.1 0.1 -0.033
C -2.441564 4.972472 -3.054825 0.0 0.0 -0.1 -0.268
Br -3.759801 6.358460 -3.326550 0.1 -0.1 0.0 -0.030
Br -0.813320 5.676609 -2.284114 -0.4 0.3 -0.3 0.020
Br -3.153605 3.503977 -2.027130 0.1 0.3 -0.1 0.236
H -2.187043 4.581797 -4.035055 0.0 0.1 0.1 0.164
C 1.794987 4.827457 4.391608 0.5 0.0 0.0 -0.357
Br 0.179707 5.562788 3.611979 0.3 0.0 0.1 0.066
Br 2.802263 3.814576 3.084082 -2.1 5.9 3.6 -0.092
Br 2.868879 6.195277 5.259045 -0.2 0.0 0.0 -0.084
H 1.485843 4.131857 5.165236 0.0 0.2 0.0 0.351
C 4.508993 -0.381453 -4.744031 -0.1 0.4 -0.5 0.021
Br 5.008481 -2.164699 -5.305606 -0.1 0.2 0.1 -0.063
Br 2.614344 -0.263381 -4.314920 6.4 0.7 -2.7 0.222
Br 5.610635 0.247933 -3.283405 -0.1 -0.1 -0.2 -0.044
H 4.694190 0.278614 -5.585922 0.2 -0.1 0.1 -0.152
C 7.117293 -3.984161 4.232389 -0.1 0.0 0.1 -0.425
Br 8.238206 -3.130305 5.554626 -0.1 -0.1 -0.2 0.001
Br 6.241873 -2.691694 3.094262 0.0 -0.1 0.4 0.175
Br 8.089786 -5.301718 3.202819 -0.1 0.2 0.1 -0.043
H 6.338215 -4.513310 4.770228 0.1 0.1 -0.1 0.316
C -0.230293 7.909301 7.841215 0.1 0.1 -0.1 -0.301
Br -0.322279 5.977128 7.729232 -0.1 0.2 0.0 0.014
Br -0.220407 8.736112 6.092153 -0.1 -0.2 0.3 -0.052
Br -1.627125 8.628961 8.967234 0.2 -0.2 -0.1 -0.045
H 0.715264 8.154338 8.312835 -0.1 -0.1 0.0 0.384
C -2.917343 5.432539 -7.752429 0.0 0.1 -0.1 -0.323
Br -4.235832 6.815668 -8.032572 0.2 -0.2 0.1 0.028
Br -1.301452 6.132093 -6.951760 -0.2 -0.1 0.0 -0.028
Br -3.634877 3.954484 -6.735118 0.1 0.1 0.0 -0.020
H -2.647460 5.046101 -8.728800 0.0 0.0 0.1 0.351
C -2.614291 -3.290730 -17.044760 0.0 0.1 -0.1 -0.317
Br -0.765435 -3.467951 -16.510631 -0.3 0.0 0.0 -0.008
Br -3.702126 -4.736938 -16.353914 0.1 0.1 -0.3 -0.032
Br -3.334564 -1.557868 -16.578624 0.2 -0.2 -0.2 0.009
H -2.641773 -3.364406 -18.125961 0.0 0.0 0.1 0.349
C -5.321283 11.225962 -7.198002 0.0 0.0 0.0 -0.313
Br -3.561281 10.678183 -7.776610 -0.2 0.1 0.1 -0.010
Br -6.706302 10.138631 -7.998132 0.2 0.1 0.1 -0.029
Br -5.462363 11.264412 -5.270700 0.0 -0.1 -0.2 0.000
H -5.470777 12.240890 -7.548508 0.0 -0.1 0.0 0.336
C 4.811500 -10.330186 2.618116 0.0 0.0 0.0 -0.368
Br 4.026865 -9.363394 4.097162 0.1 -0.1 -0.2 0.001
Br 4.247483 -12.179673 2.587657 0.0 0.2 0.0 -0.036
Br 4.475662 -9.448269 0.929506 -0.2 -1.2 0.7 0.094
H 5.884964 -10.327866 2.770392 -0.1 0.0 0.0 0.383
C 9.355013 -0.642216 9.057365 0.0 0.0 0.1 -0.335
Br 10.419798 -2.207479 8.657775 -0.2 0.2 0.0 -0.029
Br 9.969504 0.910321 8.083438 -0.1 -0.2 0.1 -0.005
Br 7.468759 -0.963234 8.780316 0.3 0.0 0.0 0.011
H 9.488639 -0.429222 10.111893 0.0 0.0 -0.1 0.339
C 5.898774 3.038193 -7.249739 0.1 0.1 0.0 -0.339
Br 6.220871 3.937812 -5.569864 -0.1 -0.2 -0.2 -0.002
Br 7.138277 1.582940 -7.535000 -0.2 0.1 0.1 -0.010
Br 4.061198 2.455747 -7.412842 0.2 0.0 0.1 -0.007
H 6.072510 3.763826 -8.036298 0.0 -0.1 0.1 0.331
C -2.627432 -0.147073 10.405450 0.0 -0.1 -0.1 -0.239
Br -1.372506 1.218236 9.859008 -0.2 -0.2 0.1 0.036
Br -2.585207 -0.435565 12.316380 0.0 0.1 -0.2 -0.030
Br -4.415557 0.229776 9.775144 0.2 0.0 0.1 -0.003
H -2.313485 -1.073529 9.936761 0.0 0.1 0.1 0.231
C 0.109707 5.558061 11.550587 -0.1 0.0 0.0 -0.027
Br -0.796068 6.840220 12.677808 0.1 -0.2 -0.1 -0.009
Br 1.908797 6.123158 11.119374 -0.2 0.0 0.1 -0.011
Br 0.080258 3.782639 12.315461 0.0 0.3 -0.1 -0.036
H -0.440520 5.510995 10.616519 0.1 0.0 0.1 0.044
C -2.326335 8.528490 0.812693 0.0 0.0 -0.1 -0.291
Br -3.233773 9.818859 1.930468 0.1 -0.2 -0.1 -0.042
Br -0.522909 9.084927 0.391911 -0.2 -0.1 0.1 -0.035
Br -2.365167 6.758422 1.584399 -0.1 0.2 -0.2 0.009
H -2.871079 8.479213 -0.123993 0.1 0.0 0.1 0.291
```
Positions in Å, forces in eV/Å.


Entry 3:
Below is the ion CH5N4 with charge +1, with properties calculated with ωB97M-V with the def2-TZVPD basis set.

Output
* charge: +1
* energy relative to the best compared isomer or geometry (same formula, charge and spin): 76.5 kJ/mol
* F_max: 0.1554 hartree/bohr
* multiplicity: 1
* energy: -259.7826 Ha
* SMILES: [H]/N=N/[NH+]=C/N

```
10
Properties=species:S:1:pos:R:3:forces:R:3:mulliken_charge:R:1
H 3.277565 0.212489 0.191336 3.3 2.2 0.4 0.287
N 2.534305 -0.302919 -0.103899 -7.8 1.7 0.7 -0.386
N 1.517844 0.554931 0.088811 4.1 -4.0 -0.6 -0.160
N 0.337915 -0.172851 0.065037 0.5 -3.0 -1.3 -0.001
C -0.823842 0.443394 -0.112676 3.7 3.5 1.2 0.225
N -1.921649 -0.152022 0.024854 -1.1 -3.0 -0.3 -0.230
H 0.468365 -1.283009 -0.000494 -0.3 3.0 0.2 0.391
H -0.695771 1.588159 -0.142600 -0.7 -1.9 -0.2 0.373
H -2.787930 0.293188 -0.059801 -1.4 0.8 -0.2 0.242
H -1.906802 -1.181363 0.049428 -0.4 0.7 0.2 0.258
```
Positions in Å, forces in eV/Å.


- What is the formula in the second record?
  C49H58Br59F3INO8S